C25H14BrLiN7O6 | ωB97M-V/def2-TZVPD

Last column: Mulliken charge in e.
Positions of all 54 atoms, in Å:
Li1 1.20252 1.53102 -0.33258  0.8476
O1 1.63692 -1.46962 3.29282  -0.4973
C1 1.51915 -1.16840 1.97954  0.1294
O2 0.51236 -1.32330 1.35582  -0.3797
C2 2.81575 -0.64554 1.41924  0.4801
C3 4.03867 -1.06281 1.92865  -0.6456
C4 5.18974 -0.59141 1.32136  -0.5070
C5 5.08109 0.29696 0.26510  -0.8726
C6 3.81347 0.68772 -0.14122  0.9736
N1 2.70345 0.20014 0.40750  0.1034
C7 3.56674 1.68427 -1.25435  0.0931
O3 4.65620 2.28006 -1.79374  -0.6001
O4 2.49860 1.74187 -1.81154  -0.5292
H1 0.76151 -1.78169 3.57152  0.3542
H2 4.07439 -1.73792 2.77008  0.4606
H3 6.16286 -0.90974 1.67113  0.4270
H4 5.96229 0.67146 -0.23651  0.4484
H5 5.21788 2.59339 -1.07394  0.4034
Br1 -0.94282 -5.76930 -0.64531  -0.2412
C8 -2.24601 -4.38632 -0.65245  0.1666
C9 -2.24460 -3.44131 0.36212  -0.4745
C10 -3.18389 -2.42740 0.34944  0.2301
C11 -4.12847 -2.34728 -0.67571  -0.3139
C12 -4.13438 -3.33129 -1.65815  -0.0091
C13 -3.18762 -4.34337 -1.66391  -0.5582
N2 -5.20768 -1.41506 -0.68664  -0.6762
N3 -5.04296 -0.21094 -0.37979  -0.4917
C14 -3.79157 0.38441 -0.26560  0.0950
C15 -3.70597 1.36759 0.72065  -0.2810
C16 -2.51754 1.92512 1.14561  -0.8946
C17 -1.29068 1.55069 0.55115  0.8902
O5 -0.16238 1.96530 0.92315  -0.8102
C18 -1.39197 0.64622 -0.60930  0.0583
N4 -0.22850 0.41736 -1.25336  -0.0599
C19 -0.23298 -0.30548 -2.34649  -0.3028
C20 -1.41169 -0.83203 -2.89294  -1.1379
C21 -2.59523 -0.62861 -2.23693  -0.5107
C22 -2.61769 0.09818 -1.02899  0.4873
H6 -1.50130 -3.48292 1.14553  0.3280
H7 -3.16870 -1.67785 1.12814  0.3539
H8 -4.89304 -3.28780 -2.42880  0.4371
H9 -3.18638 -5.09225 -2.44400  0.4122
H10 -4.63845 1.64185 1.20196  0.3853
H11 -2.49135 2.66018 1.93796  0.4272
H12 0.72688 -0.46717 -2.82269  0.4719
H13 -1.38036 -1.38692 -3.82105  0.3960
H14 -3.51787 -1.00920 -2.65755  0.6416
O6 3.35668 3.09641 0.49641  -0.5491
N5 2.24061 3.64066 0.18825  -0.0846
C23 1.76803 4.52870 1.02704  0.8576
C24 0.51818 5.15488 0.73259  -0.0823
N6 -0.46816 5.70049 0.50637  -0.5684
C25 2.46570 4.88500 2.22585  0.2602
N7 3.02058 5.18302 3.18857  -0.5414

The calculation puts the LUMO energy at 2.0 eV. Its charge is -1. As for the multiplicity: 1. For the gap between HOMO and LUMO, the calculation gives 0.2309 Ha.

C59H52N8OS4Zr | ωB97M-V/def2-TZVPD

Last column: Mulliken charge in e.
Positions of all 125 atoms, in Å:
Zr1 1.34874 0.30636 1.23068  0.2806
C1 4.40854 2.01814 -1.76693  -1.3232
C2 3.26210 1.45229 -1.19956  -0.6151
N1 3.21375 1.01269 0.04433  1.1340
C3 4.32623 1.12105 0.82832  -0.2666
C4 5.53553 1.66866 0.32705  1.1497
C5 5.54250 2.11810 -1.00973  -1.1760
C6 6.64651 1.81214 1.17948  -1.0745
C7 6.49483 1.54301 2.51132  -0.9422
C8 5.29911 1.01919 3.02124  -0.9173
C9 4.23284 0.69550 2.19532  0.0219
N2 3.05450 0.06902 2.54774  1.1320
C10 2.86376 -0.57192 3.75999  0.3771
C11 3.83992 -1.13025 4.56814  -0.9893
C12 3.52857 -1.67267 5.82471  -1.1412
C13 2.24106 -1.72158 6.28027  -0.9562
C14 1.19729 -1.27842 5.44355  0.8630
C15 -0.16467 -1.38102 5.79129  -0.7915
C16 -1.12375 -0.92562 4.92815  -1.4283
C17 -0.72829 -0.36747 3.70925  0.2294
N3 0.53240 -0.26473 3.33592  0.7839
C18 1.50391 -0.71130 4.18110  -0.0805
H1 4.37230 2.38650 -2.78249  0.6241
H2 2.35584 1.35111 -1.77799  0.8418
H3 6.44399 2.56581 -1.40990  0.5074
H4 7.58154 2.18133 0.77938  0.4689
H5 7.31033 1.74239 3.19419  0.4228
H6 5.20889 0.88849 4.08858  0.8407
H7 4.86471 -1.15297 4.22981  0.8156
H8 4.33323 -2.04328 6.44605  0.4421
H9 2.00521 -2.09229 7.26900  0.4527
H10 -0.43191 -1.82400 6.74288  0.4793
H11 -2.17573 -0.99053 5.16702  0.5655
H12 -1.47076 0.00006 3.01476  0.3561
N4 -0.42554 -0.93603 0.87907  0.2836
S1 -1.53345 -1.36989 0.03984  0.8739
N5 -2.62271 -0.25419 -0.51905  0.3410
S2 -2.68209 0.61326 -1.79996  1.1044
N6 -1.49881 1.51754 -2.22655  0.0343
S3 -0.48136 2.16650 -1.09306  0.7335
N7 0.42978 1.18246 -0.51096  0.3148
C19 -1.59800 3.05964 -0.00728  0.6065
C20 -1.84931 2.54311 1.25090  0.7568
C21 -2.74370 3.20087 2.07872  -0.5555
C22 -3.37133 4.35694 1.63696  -1.1104
C23 -3.10571 4.86740 0.37293  -0.8215
C24 -2.21153 4.21693 -0.46180  -0.6362
C25 0.28395 3.46370 -2.04665  0.1338
C26 -0.07462 3.73002 -3.35937  -0.3020
C27 0.55668 4.77231 -4.02072  -0.7981
C28 1.52089 5.52829 -3.36776  -0.7410
C29 1.86354 5.24839 -2.05003  -0.8524
C30 1.24397 4.20971 -1.37529  -0.2383
C31 -4.13982 1.60333 -1.55392  0.4409
C32 -4.44472 2.49861 -2.57175  -0.9868
C33 -5.55397 3.31242 -2.43581  -0.7835
C34 -6.34073 3.22571 -1.29240  -0.6137
C35 -6.01921 2.32886 -0.28398  -1.0396
C36 -4.91059 1.50589 -0.41021  0.0306
C37 -3.09582 -0.26412 -3.29381  0.6437
C38 -2.24230 -0.23541 -4.38381  -0.2681
C39 -2.62701 -0.89289 -5.54214  -0.8399
C40 -3.84558 -1.55517 -5.59652  -0.6202
C41 -4.69101 -1.56998 -4.49381  -0.7881
C42 -4.31801 -0.92150 -3.33036  -0.7735
C43 -1.05424 -2.38798 -1.35037  0.2723
C44 -1.90913 -3.35592 -1.85432  -0.4535
C45 -1.46890 -4.15169 -2.89932  -1.0752
C46 -0.19845 -3.95968 -3.42877  -0.8933
C47 0.64463 -2.98318 -2.91467  -0.8987
C48 0.22137 -2.19417 -1.85673  0.0957
C49 -2.63768 -2.40991 0.98222  0.1687
C50 -2.09317 -3.58929 1.47234  -0.4386
C51 -2.83847 -4.36315 2.34379  -0.6805
C52 -4.10861 -3.94939 2.73002  -0.7100
C53 -4.63481 -2.76034 2.24578  -0.7401
C54 -3.89806 -1.98274 1.36387  -0.4097
H13 -1.32271 1.65379 1.56418  -0.1804
H14 -2.93648 2.82352 3.07468  0.5910
H15 -4.07017 4.86879 2.28594  0.4230
H16 -3.58400 5.77933 0.04209  0.5185
H17 -1.97584 4.62120 -1.43841  0.5380
H18 -0.83044 3.12769 -3.84543  0.3158
H19 0.29130 5.00032 -5.04433  0.4740
H20 2.00081 6.34851 -3.88499  0.4268
H21 2.60955 5.84407 -1.54149  0.5188
H22 1.47766 3.98857 -0.33970  0.2317
H23 -3.81722 2.54627 -3.45432  0.3870
H24 -5.80878 4.01253 -3.21963  0.4936
H25 -7.21120 3.85968 -1.18854  0.4501
H26 -6.63284 2.26975 0.60487  0.5298
H27 -4.63899 0.80138 0.36350  0.1960
H28 -1.31085 0.30972 -4.31748  0.4135
H29 -1.97725 -0.88012 -6.40696  0.5049
H30 -4.14417 -2.05960 -6.50614  0.4532
H31 -5.64463 -2.07773 -4.54441  0.4869
H32 -4.96950 -0.90269 -2.46336  0.4640
H33 -2.88906 -3.50361 -1.41618  0.6118
H34 -2.11349 -4.92373 -3.29704  0.5600
H35 0.14344 -4.58669 -4.24224  0.4816
H36 1.63240 -2.84559 -3.33504  0.5622
H37 0.85346 -1.44820 -1.39156  0.2733
H38 -1.09840 -3.89273 1.16751  0.3606
H39 -2.42893 -5.28465 2.73500  0.4639
H40 -4.68799 -4.55539 3.41348  0.4379
H41 -5.61642 -2.43280 2.56079  0.5009
H42 -4.28896 -1.05633 0.96531  0.3236
C55 3.47572 -5.34410 0.96741  -1.3656
C56 2.64148 -4.17672 0.46486  0.3269
S4 3.18524 -2.57952 1.14951  0.5896
O1 2.18771 -1.61402 0.52536  -0.0825
C57 4.72054 -2.36449 0.17386  -0.5843
C58 4.45584 -2.07579 -1.29449  -0.9709
H43 3.00583 -6.27972 0.66790  0.4305
H44 3.54866 -5.33560 2.05550  0.3457
H45 4.48109 -5.33941 0.54809  0.3411
H46 1.60608 -4.25186 0.79933  -0.0032
H47 2.65324 -4.08986 -0.62128  0.1242
H48 5.30991 -3.26787 0.33145  0.7236
H49 5.23384 -1.52794 0.65009  0.1949
H50 4.19042 -2.97425 -1.85077  0.3443
H51 5.35587 -1.65857 -1.74483  0.4436
H52 3.65392 -1.34626 -1.39223  0.0389
N8 1.14245 3.54292 1.92909  -0.7948
C59 1.19249 2.38877 1.98280  0.2333

The calculation puts the LUMO energy at -4.4 eV. Its charge is +2. As for the multiplicity: 1. For the gap between HOMO and LUMO, the calculation gives 0.2478 Ha. The energy above the lowest of the compared OMol25 structures with the same formula, charge and spin is 103.9 kJ/mol.

CH6NO4 | ωB97M-V/def2-TZVPD

Last column: Mulliken charge in e.
Positions of all 12 atoms, in Å:
N1 -0.96950 -0.07488 -0.99489  -0.3981
C1 0.40909 -0.35242 -0.72888  0.5835
O1 0.70596 -0.76014 0.42219  -0.8043
O2 1.20762 -0.16909 -1.67676  -0.7374
H1 -1.71954 -0.20900 -0.34942  0.1714
H2 -1.09941 0.41455 -1.86025  0.2085
H3 0.64881 2.88014 0.73058  0.3314
H4 -0.31320 2.64818 -0.37086  0.3388
O3 -0.15722 3.27631 0.33127  -0.6911
H5 -0.26040 -1.86528 1.27035  0.4295
H6 -0.90319 -1.48718 2.53939  0.2747
O4 -0.78162 -2.29474 2.01157  -0.7069

The calculation puts the LUMO energy at 4.0 eV. Its charge is -1. As for the multiplicity: 1. For the gap between HOMO and LUMO, the calculation gives 0.3177 Ha. The energy above the lowest of the compared OMol25 structures with the same formula, charge and spin is 46.2 kJ/mol.

C28H24BrN5O3Ti | ωB97M-V/def2-TZVPD

Last column: Mulliken spin population.
Positions of all 62 atoms, in Å:
Ti1 -1.04612 0.23494 -0.82004  1.0058
O1 2.43374 4.22465 0.13076  0.0013
C1 1.29707 4.68839 0.73229  0.0034
C2 1.25235 5.92591 1.36138  -0.0020
C3 0.07578 6.35954 1.95301  0.0022
C4 -1.05801 5.56239 1.91518  0.0006
C5 -1.00322 4.32824 1.28256  -0.0007
C6 0.16655 3.87491 0.69159  -0.0012
C7 0.21674 2.51768 0.02489  0.0088
O2 -1.04865 2.02548 -0.27543  0.0115
N1 0.91292 1.56684 0.93725  0.0084
N2 0.22991 0.33598 0.86422  0.2957
C8 0.37408 -0.45338 1.91884  0.1356
C9 -0.49426 -1.50513 2.19377  -0.0176
Br1 -2.26761 -1.18600 1.25183  0.0832
C10 -0.42314 -2.65761 2.90601  0.2862
C11 0.79557 -3.31308 3.35624  -0.0900
C12 2.07945 -2.98654 2.89715  0.1114
C13 3.19631 -3.66189 3.35961  -0.0407
C14 3.07245 -4.67811 4.29744  0.0779
C15 1.80742 -5.01914 4.75950  -0.0403
C16 0.68960 -4.35052 4.29471  0.0757
H1 3.12159 4.89435 0.19590  -0.0001
H2 2.14056 6.54858 1.38347  0.0000
H3 0.04881 7.32576 2.44007  0.0003
H4 -1.97949 5.90123 2.36914  -0.0001
H5 -1.87727 3.69328 1.22269  -0.0006
H6 0.80891 2.59535 -0.89501  -0.0047
H7 0.83472 1.92055 1.88773  0.0237
H8 1.13546 -0.22453 2.66220  0.0318
H9 -1.35291 -3.13841 3.18694  0.0248
H10 2.20029 -2.20564 2.15792  0.0021
H11 4.17518 -3.39141 2.98318  -0.0019
H12 3.94842 -5.19851 4.66135  0.0066
H13 1.69203 -5.81234 5.48745  -0.0018
H14 -0.29263 -4.62531 4.66130  0.0007
O3 -0.37825 0.42578 -4.94636  0.0027
C17 -0.26757 0.43351 -3.72351  -0.0046
N3 -1.15384 0.82644 -2.80394  -0.0037
C18 -2.50846 0.99864 -3.26780  -0.0172
C19 -3.22848 -0.30139 -2.98281  0.0257
C20 -4.30423 -0.75736 -3.72908  0.0029
C21 -4.83068 -2.00547 -3.45706  0.0009
C22 -4.26557 -2.76524 -2.44286  -0.0043
C23 -3.22055 -2.22812 -1.71945  0.0039
N4 -2.70966 -1.01468 -1.96830  0.0010
C24 0.97923 -0.10256 -3.07227  0.0457
C25 2.12787 -0.33833 -3.80178  -0.0057
C26 3.22405 -0.88095 -3.15573  0.0114
C27 3.12125 -1.17733 -1.80595  -0.0033
C28 1.93449 -0.91373 -1.14845  0.0118
N5 0.87091 -0.38153 -1.76336  -0.0428
H15 -2.54428 1.22328 -4.33495  0.0035
H16 -2.99219 1.81621 -2.72286  -0.0081
H17 -4.69102 -0.14360 -4.53104  0.0002
H18 -5.65760 -2.39095 -4.03914  0.0002
H19 -4.62567 -3.75678 -2.20938  0.0004
H20 -2.77059 -2.78118 -0.90761  -0.0050
H21 2.12087 -0.09708 -4.85509  0.0003
H22 4.14176 -1.07406 -3.69576  0.0011
H23 3.94701 -1.60712 -1.25691  -0.0009
H24 1.81859 -1.12288 -0.09565  -0.0120

The calculation puts the LUMO energy (spin up / spin down) at 0.0 / -0.2 eV. As for the multiplicity: 3. For the gap between HOMO and LUMO (spin up / spin down), the calculation gives 0.2082 / 0.2656 Ha. As for the expectation value of S²: 2.031. The energy above the lowest of the compared OMol25 structures with the same formula, charge and spin is 198.5 kJ/mol.

C4H6N2 | ωB97M-V/def2-TZVPD

Last column: Mulliken charge in e.
Positions of all 12 atoms, in Å:
C1 1.63503 0.26726 -0.09772  0.4952
C2 1.32594 -1.02449 0.02266  -0.5859
N1 0.04684 -1.28374 -0.60679  -0.3397
C3 -0.86190 -0.25431 -0.07235  -0.4046
C4 -0.45652 1.20675 -0.25831  -0.4101
N2 1.31088 1.42085 -0.37570  -0.5646
H1 1.73002 -1.71632 0.74625  0.3264
H2 0.05511 -1.29219 -1.62071  0.2817
H3 -1.80098 -0.15159 -0.63862  0.2980
H4 -1.11328 -0.52469 0.96594  0.2971
H5 -0.65019 1.53262 -1.28452  0.3043
H6 -1.03435 1.80700 0.47122  0.3024

The calculation puts the LUMO energy at 0.3 eV. As for the multiplicity: 1. For the gap between HOMO and LUMO, the calculation gives 0.3199 Ha. The energy above the lowest of the compared OMol25 structures with the same formula, charge and spin is 393.4 kJ/mol. The structure (SMILES) is C1=CNCCN=1.

C3H4N2OS | ωB97M-V/def2-TZVPD

Last column: Mulliken charge in e.
Positions of all 11 atoms, in Å:
C1 -0.32133 3.20191 0.09540  -0.0821
C2 -1.05334 -0.29913 -0.34665  0.6624
C3 1.02699 -1.52425 0.23690  -0.7861
N1 -0.05785 0.36792 -1.00021  -0.4014
N2 0.15136 -0.37559 0.29306  -0.1204
O1 -2.19330 -0.59760 -0.34005  -0.4854
S1 -1.32326 3.26974 1.23741  0.0019
H1 0.02796 1.38447 -0.89129  0.3139
H2 0.64439 -2.26953 0.93269  0.3091
H3 1.07757 -1.95074 -0.76755  0.3398
H4 2.02081 -1.20721 0.55029  0.2482

The calculation puts the LUMO energy at -0.5 eV. As for the multiplicity: 1. For the gap between HOMO and LUMO, the calculation gives 0.3464 Ha. The energy above the lowest of the compared OMol25 structures with the same formula, charge and spin is 458.9 kJ/mol.

> Among the records above, which one has the highest multiplicity?

C28H24BrN5O3Ti

> What is the multiplicity in the third record?

1